Entry 1:
C36H63N3O21 | ωB97M-V/def2-TZVPD

Computed properties:
- orbital gap (eV) = 10.4
- SMILES string = C[C@H]1COC(=O)O1.C[C@H]1COC(=O)O1.C[C@H]1COC(=O)O1.COC(=O)OC.COC(=O)OC.COC(=O)OC.COC(=O)OC.CCCC#N.CCCC#N.CCCC#N
- energy relative to the best compared isomer or geometry (same formula, charge and spin) (kJ/mol) = 356.1
- highest occupied orbital energy (eV) = -10.0
- lowest unoccupied orbital energy (eV) = 0.43

```
! RIJCOSX wB97M-V def2-TZVPD def2/J DEFGRID3
* xyz 0 1
C 3.102 4.407 2.331
C 2.350 3.120 2.346
C 1.339 2.897 3.413
O 0.117 3.272 2.890
C 0.211 3.408 1.609
O -0.766 3.534 0.852
O 1.483 3.133 1.207
H 3.669 4.645 3.188
H 2.482 5.310 1.976
H 3.760 4.270 1.438
H 3.100 2.332 2.306
H 1.644 3.412 4.359
H 1.322 1.764 3.567
C 5.077 1.628 -0.197
C 6.000 1.345 1.036
C 7.495 1.131 0.686
O 8.172 2.238 1.137
C 7.389 3.020 1.859
O 7.745 4.108 2.352
O 6.181 2.482 1.925
H 4.082 1.300 0.027
H 5.607 1.034 -0.982
H 5.071 2.684 -0.490
H 5.473 0.576 1.475
H 7.688 0.797 -0.367
H 7.789 0.312 1.343
C -5.392 -2.146 1.991
C -5.903 -3.183 1.017
C -7.097 -2.865 0.041
O -6.590 -3.186 -1.275
C -5.247 -3.556 -1.153
O -4.540 -3.643 -2.118
O -4.839 -3.568 0.097
H -4.382 -2.519 2.300
H -5.945 -2.008 2.860
H -5.119 -1.248 1.420
H -6.298 -4.014 1.635
H -7.250 -1.791 -0.151
H -8.063 -3.312 0.220
C 4.026 -2.698 1.001
O 5.006 -2.502 0.141
C 6.287 -2.381 0.568
O 6.606 -2.311 2.012
O 7.241 -2.476 -0.408
C 8.598 -2.570 -0.102
H 3.047 -2.747 0.554
H 3.948 -1.918 1.796
H 4.032 -3.580 1.506
H 8.972 -1.836 0.474
H 9.221 -2.623 -0.997
H 8.796 -3.530 0.262
C -2.292 3.347 -1.839
O -1.863 2.006 -2.019
C -1.320 1.644 -3.106
O -0.935 2.537 -4.201
O -1.170 0.269 -3.078
C -0.269 -0.217 -4.083
H -3.087 3.654 -2.510
H -1.464 4.001 -1.988
H -2.772 3.447 -0.885
H 0.504 0.490 -4.325
H -0.804 -0.157 -5.012
H 0.153 -1.036 -3.517
C 0.290 -5.120 1.718
O -0.607 -5.050 0.541
C -0.426 -4.136 -0.365
O 0.738 -3.343 -0.368
O -1.481 -3.971 -1.121
C -1.624 -2.869 -1.949
H 0.306 -4.217 2.268
H 1.268 -5.411 1.384
H -0.058 -5.812 2.466
H -2.413 -2.260 -1.514
H -1.896 -3.166 -2.991
H -0.705 -2.223 -1.979
C -4.418 0.467 -1.436
O -5.799 0.670 -1.647
C -6.225 1.803 -1.736
O -5.534 3.057 -1.470
O -7.468 1.819 -2.140
C -8.154 3.047 -2.426
H -4.003 0.720 -2.400
H -4.016 -0.521 -1.076
H -3.988 1.313 -0.835
H -8.762 3.265 -1.585
H -8.677 2.951 -3.353
H -7.475 3.804 -2.706
C -4.402 2.239 1.538
C -4.133 2.933 2.887
C -2.889 2.351 3.542
C -3.048 0.962 4.135
N -3.214 -0.082 4.582
H -5.349 2.640 1.174
H -4.578 1.180 1.692
H -3.549 2.352 0.906
H -4.957 2.698 3.595
H -4.112 3.892 2.905
H -2.769 2.920 4.498
H -2.044 2.439 2.889
C -1.503 -0.970 1.585
C -1.000 0.155 0.669
C 0.443 0.084 0.191
C 1.513 0.076 1.251
N 2.353 0.006 2.057
H -2.423 -0.884 2.060
H -0.835 -1.181 2.394
H -1.637 -1.978 1.056
H -1.230 1.003 1.357
H -1.689 0.278 -0.122
H 0.757 0.867 -0.525
H 0.460 -0.749 -0.545
C 4.206 -1.711 -4.315
C 2.952 -2.158 -3.636
C 2.809 -1.551 -2.190
C 2.774 -0.124 -2.339
N 2.784 1.030 -2.444
H 4.446 -2.481 -5.080
H 5.044 -1.610 -3.623
H 4.022 -0.823 -4.908
H 2.752 -3.274 -3.516
H 2.143 -1.623 -4.204
H 3.633 -1.731 -1.636
H 2.018 -1.926 -1.573
*
```

---

Entry 2:
C14H24N3O6PdS | ωB97M-V/def2-TZVPD

Computed properties:
- orbital gap (eV) = 7.2
- highest occupied orbital energy (eV) = -4.2
- lowest unoccupied orbital energy (eV) = 2.91

```
! RIJCOSX wB97M-V def2-TZVPD def2/J DEFGRID3
* xyz -1 1
Pd -0.312 0.232 0.790
O -1.274 -3.792 2.343
C -0.548 -2.659 2.091
O -0.182 -2.415 0.940
C 0.231 -2.267 3.348
O 0.156 -0.920 3.730
C -1.107 -0.521 4.242
C -2.222 -0.469 3.197
O -3.159 0.312 3.392
O -2.066 -1.242 2.195
H -1.690 -4.022 1.503
H 1.277 -2.450 3.106
H -0.085 -2.916 4.172
H -0.971 0.473 4.659
H -1.422 -1.212 5.036
C 4.095 -1.412 -2.615
C 3.304 -0.103 -2.652
C 2.489 0.144 -1.383
S 0.885 -0.757 -1.328
O 1.047 -1.985 -2.163
C -0.023 0.381 -2.437
C -1.337 -0.275 -2.892
C -2.326 -0.604 -1.773
H 4.676 -1.539 -3.533
H 3.409 -2.251 -2.517
H 4.790 -1.425 -1.771
H 2.627 -0.126 -3.510
H 3.991 0.734 -2.799
H 2.216 1.193 -1.253
H 3.031 -0.191 -0.495
H 0.608 0.592 -3.305
H -0.192 1.293 -1.863
H -1.077 -1.196 -3.418
H -1.815 0.391 -3.613
H -1.907 -1.321 -1.064
H -3.241 -1.047 -2.177
H -2.604 0.296 -1.228
N -2.900 2.861 0.037
C -1.536 2.794 0.247
C -1.054 2.147 1.429
N 0.272 2.099 1.691
C 1.084 2.686 0.758
C 0.582 3.375 -0.310
N -0.746 3.432 -0.587
H -3.441 2.140 0.488
H -3.166 3.061 -0.913
H -1.746 1.939 2.240
H 2.147 2.635 0.956
H 1.235 3.909 -0.992
*
```

---

Entry 3:
C3H3F2I | ωB97M-V/def2-TZVPD

Computed properties:
- orbital gap (alpha / beta) (eV) = 8.3 / 8.4
- energy relative to the best compared isomer or geometry (same formula, charge and spin) (kJ/mol) = 289.8
- highest occupied orbital energy (alpha / beta) (eV) = -8.9 / -8.5
- lowest unoccupied orbital energy (alpha / beta) (eV) = -0.61 / -0.06

```
! RIJCOSX wB97M-V def2-TZVPD def2/J DEFGRID3
* xyz 0 1
C -0.742 0.059 0.061
C 0.209 1.064 -0.524
C -0.063 -1.010 0.744
F 0.478 -0.757 1.950
F 0.910 -1.699 0.040
I 1.055 0.574 -2.363
H -1.286 0.469 0.863
H -1.402 -0.473 -0.764
H 0.842 1.773 -0.008
*
```

---

Entry 4:
C9H34N6O8 | ωB97M-V/def2-TZVPD

Computed properties:
- orbital gap (eV) = 10.0
- SMILES string = NC(N)=O.NC(N)=O.NC(N)=O.CC(C)O.CC(C)O.O.O.O
- energy relative to the best compared isomer or geometry (same formula, charge and spin) (kJ/mol) = 0.0
- highest occupied orbital energy (eV) = -9.5
- lowest unoccupied orbital energy (eV) = 0.48

```
! RIJCOSX wB97M-V def2-TZVPD def2/J DEFGRID3
* xyz 0 1
C -5.492 -6.410 -13.940
C -5.411 -7.659 -13.054
C -6.862 -8.177 -12.718
O -4.702 -8.751 -13.632
H -5.800 -6.580 -14.954
H -4.492 -5.946 -14.149
H -6.157 -5.665 -13.447
H -5.034 -7.309 -12.009
H -7.520 -7.433 -12.266
H -6.721 -9.032 -12.006
H -7.416 -8.561 -13.601
H -4.348 -8.411 -14.484
C 2.025 -10.857 -8.946
C 1.009 -10.422 -9.986
C 0.441 -9.059 -9.639
O 1.684 -10.245 -11.285
H 1.632 -10.892 -7.913
H 2.836 -10.096 -8.803
H 2.395 -11.848 -9.182
H 0.240 -11.221 -10.101
H -0.241 -8.787 -10.440
H 1.320 -8.446 -9.597
H -0.114 -9.028 -8.710
H 2.340 -10.913 -11.442
C -0.962 -9.625 -14.202
O -1.687 -10.457 -14.768
N -0.131 -10.071 -13.251
N -0.973 -8.315 -14.610
H 0.562 -9.655 -12.610
H -0.411 -10.929 -12.898
H -1.775 -8.164 -15.202
H -0.607 -7.602 -13.979
C -2.097 -5.932 -10.167
O -2.108 -4.836 -9.645
N -1.682 -6.117 -11.485
N -2.596 -7.138 -9.557
H -0.927 -5.556 -11.901
H -1.735 -7.037 -11.848
H -3.105 -6.982 -8.703
H -2.983 -7.860 -10.174
C -3.871 -8.808 -16.875
O -3.366 -8.219 -15.916
N -5.085 -8.382 -17.257
N -3.204 -9.816 -17.537
H -5.225 -7.400 -17.076
H -5.524 -8.743 -18.121
H -3.724 -10.560 -17.962
H -2.454 -10.135 -16.891
O -2.272 -12.170 -16.843
H -1.846 -13.003 -16.876
H -1.802 -11.727 -16.168
O -3.560 -9.763 -10.452
H -3.661 -10.383 -9.738
H -3.463 -10.323 -11.282
O -3.548 -11.343 -12.807
H -4.220 -10.838 -13.298
H -2.805 -11.287 -13.387
*
```

---

Entry 5:
C4H8NS | ωB97M-V/def2-TZVPD

Computed properties:
- orbital gap (eV) = 6.7
- energy relative to the best compared isomer or geometry (same formula, charge and spin) (kJ/mol) = 413.9
- highest occupied orbital energy (eV) = -12.9
- lowest unoccupied orbital energy (eV) = -6.30

```
! RIJCOSX wB97M-V def2-TZVPD def2/J DEFGRID3
* xyz 1 1
C -0.463 -1.605 -0.376
C 3.059 0.515 0.116
C 0.153 0.599 -0.311
C -2.156 -0.149 0.418
N -0.853 -0.421 -0.121
S 1.675 -0.401 0.104
H -1.401 -2.182 -0.324
H 3.987 0.041 -0.005
H 3.049 1.545 -0.025
H 0.328 0.723 -1.388
H -0.085 1.439 0.343
H -2.652 -1.057 0.395
H -2.606 0.539 -0.236
H -2.035 0.414 1.410
*
```

---

Entry 6:
C20H49ClFN8O3P2 | ωB97M-V/def2-TZVPD

Computed properties:
- orbital gap (eV) = 6.9
- highest occupied orbital energy (eV) = -10.0
- lowest unoccupied orbital energy (eV) = -3.06

```
! RIJCOSX wB97M-V def2-TZVPD def2/J DEFGRID3
* xyz 1 1
C 3.524 -0.917 -0.319
O 2.998 -1.119 1.005
C 1.609 -0.813 1.077
C 1.419 0.714 0.743
N 2.248 1.593 1.424
C 1.901 2.861 0.910
F 2.533 3.999 1.320
C 0.836 2.708 -0.086
N 0.571 1.308 -0.159
C -0.364 0.524 -0.998
C -1.489 -0.038 -0.003
C -2.390 1.116 0.597
Cl -2.576 -1.234 -0.877
H 2.930 -1.402 -1.146
H 4.545 -1.410 -0.341
H 3.711 0.168 -0.586
H 0.998 -1.425 0.345
H 1.267 -1.083 2.122
H 2.938 1.307 2.124
H 0.348 3.500 -0.699
H 0.132 -0.389 -1.445
H -0.861 1.159 -1.777
H -1.056 -0.602 0.868
H -2.852 1.780 -0.184
H -3.251 0.620 1.143
H -1.820 1.705 1.381
O 2.983 -3.857 -2.780
P 3.448 -5.320 -2.796
N 4.405 -5.069 -4.227
C 4.718 -6.035 -5.267
C 5.561 -4.188 -4.033
N 1.888 -5.899 -3.292
C 1.636 -6.590 -4.545
C 0.739 -5.038 -3.014
N 4.023 -6.994 -2.729
C 3.195 -7.885 -1.873
C 5.381 -7.088 -2.133
H 5.421 -6.812 -4.947
H 5.165 -5.536 -6.132
H 3.837 -6.527 -5.672
H 6.368 -4.681 -3.482
H 5.284 -3.291 -3.475
H 5.966 -3.842 -4.987
H 1.731 -5.923 -5.408
H 0.624 -7.009 -4.560
H 2.287 -7.457 -4.671
H 0.672 -4.212 -3.733
H 0.793 -4.622 -2.007
H -0.197 -5.603 -3.058
H 3.093 -7.484 -0.860
H 3.641 -8.881 -1.811
H 2.197 -8.048 -2.274
H 5.419 -6.610 -1.150
H 6.138 -6.627 -2.766
H 5.688 -8.130 -2.023
O -3.476 3.727 1.883
P -4.200 4.940 2.470
N -2.739 5.868 2.636
C -2.445 6.893 3.625
C -2.113 6.241 1.364
N -4.513 4.138 3.977
C -4.020 4.599 5.263
C -4.469 2.675 3.975
N -5.152 6.317 3.046
C -6.523 5.959 3.497
C -5.377 7.320 1.974
H -3.005 7.822 3.473
H -1.383 7.153 3.605
H -2.617 6.561 4.646
H -2.659 7.041 0.854
H -2.069 5.388 0.682
H -1.081 6.574 1.507
H -2.935 4.478 5.354
H -4.485 4.038 6.081
H -4.297 5.636 5.458
H -3.436 2.305 3.981
H -4.983 2.267 3.104
H -4.982 2.265 4.849
H -7.073 5.426 2.716
H -7.084 6.857 3.769
H -6.527 5.343 4.393
H -5.827 6.863 1.088
H -4.452 7.810 1.672
H -6.031 8.122 2.320
*
```

---

Entry 7:
C9H15Cl2FINO4 | ωB97M-V/def2-TZVPD

Computed properties:
- orbital gap (eV) = 9.6
- SMILES string = C[C@@H](F)[C@@]1(I)OC(=O)O[C@H]1C[C@@H](O)CN.ClCCl
- highest occupied orbital energy (eV) = -9.5
- lowest unoccupied orbital energy (eV) = 0.08

```
! RIJCOSX wB97M-V def2-TZVPD def2/J DEFGRID3
* xyz 0 1
C 2.678 -0.044 0.245
C 1.381 -0.790 0.162
F 1.062 -1.269 1.409
C 0.219 0.057 -0.352
I -0.247 1.469 1.204
O 0.683 0.632 -1.575
C 0.404 -0.276 -2.561
O 0.683 -0.141 -3.736
O -0.224 -1.352 -1.999
C -0.937 -0.734 -0.892
C -1.741 -1.640 0.001
C -3.248 -1.441 -0.078
O -3.865 -2.529 0.590
C -3.727 -0.159 0.570
N -3.415 1.012 -0.228
H 2.610 0.879 0.792
H 3.034 0.182 -0.750
H 3.410 -0.691 0.691
H 1.515 -1.638 -0.488
H -1.641 -0.090 -1.393
H -1.421 -1.555 1.029
H -1.582 -2.675 -0.264
H -3.554 -1.481 -1.117
H -3.826 -2.325 1.524
H -4.794 -0.237 0.759
H -3.229 -0.104 1.529
H -3.326 1.841 0.331
H -4.085 1.153 -0.964
C 5.535 2.856 1.025
Cl 5.683 1.198 1.624
Cl 4.063 3.641 1.602
H 6.390 3.426 1.366
H 5.509 2.827 -0.057
*
```

---

Entry 8:
C19H37N3O3 | ωB97M-V/def2-TZVPD

Computed properties:
- orbital gap (eV) = 8.9
- energy relative to the best compared isomer or geometry (same formula, charge and spin) (kJ/mol) = 2013.0
- highest occupied orbital energy (eV) = -8.2
- lowest unoccupied orbital energy (eV) = 0.65

```
! RIJCOSX wB97M-V def2-TZVPD def2/J DEFGRID3
* xyz 0 1
C 1.798 -7.173 -3.525
C 2.268 -6.040 -2.500
H 2.079 -6.454 -1.549
H 3.333 -5.801 -2.718
O 1.712 -4.910 -2.692
C 0.357 -5.106 -1.968
O -0.039 -6.143 -1.247
N -0.405 -3.861 -2.323
C 0.083 -2.716 -2.973
H 1.088 -2.898 -3.284
C -0.003 -1.599 -1.933
H 0.473 -0.703 -2.547
H 1.132 -1.762 -1.135
C -1.277 -1.299 -1.194
N -1.207 -0.137 -0.409
C -0.268 -0.236 0.835
H -0.030 -1.098 1.327
C -0.659 0.822 1.892
N -0.927 2.354 1.175
C -1.841 2.066 0.167
C -1.269 1.111 -1.037
H -2.155 0.932 -1.707
H -0.445 1.400 -1.329
H -1.925 2.997 -0.269
H -2.857 1.954 0.173
C -1.333 3.322 2.190
H -1.528 2.747 3.130
C -0.399 4.334 2.518
H 0.701 3.665 2.861
H -0.590 4.738 3.590
C -0.110 5.423 1.473
C 0.838 4.905 0.227
H 0.863 5.711 -0.362
H 1.882 4.515 0.669
H 0.322 4.028 -0.140
C 0.518 6.586 2.189
H 0.196 7.053 2.891
H 0.800 7.233 1.702
H 1.639 6.189 2.574
H -1.140 5.616 1.195
H -2.131 3.781 1.919
C 0.186 0.658 3.110
H 0.259 -0.182 3.505
C 1.911 0.968 2.600
H 2.381 1.089 3.320
O 2.068 2.304 1.825
H 1.301 2.349 1.314
H 2.240 0.218 2.165
H 0.016 1.743 3.586
H -1.736 0.425 2.188
H 0.680 0.228 0.288
C -1.657 -2.555 -0.565
C -1.739 -3.515 -1.570
H -1.905 -4.667 -0.929
H -2.437 -3.448 -2.133
H -2.764 -2.491 0.112
H -0.840 -2.881 0.211
H -1.923 -1.190 -1.995
H -0.728 -2.410 -3.658
H 0.719 -7.485 -3.109
H 1.970 -6.651 -4.636
H 2.452 -8.049 -3.484
*
```

---

Number 1: F_max 12.26 eV/Å. Number 2: F_max 1.46 eV/Å. Number 3: F_max 4.13 eV/Å. Number 4: F_max 2.51 eV/Å. Number 5: F_max 3.90 eV/Å. Number 6: F_max 9.09 eV/Å. Number 7: F_max 2.71 eV/Å. Number 8: F_max 16.84 eV/Å.